1.
Here is a cluster of 2 separate species, C17H23ClN2O7 in total in a non-equilibrium geometry from OMol25. Energies are from ωB97M-V/def2-TZVPD.

Bonds (Å) are listed after each position.
Cartesian coordinates (Å):
1 C -1.6248 -0.4809 -2.9753  C2 1.640, H24 1.190, H25 1.179, H26 1.194
2 C -0.0925 0.0879 -2.8473  C1 1.640, C3 1.668, H27 1.193, H28 1.185
3 C 0.0551 1.3885 -1.8137  C2 1.668, Cl4 1.850, C5 1.674, H29 1.194
4 Cl -1.5489 2.2211 -1.4192  C3 1.850
5 C 0.9304 0.9340 -0.4616  C3 1.674, O6 1.333, O7 1.456
6 O 1.9534 1.7311 -0.1547  C5 1.333
7 O 0.5265 -0.3146 0.1686  C5 1.456, C8 1.467
8 C 0.4400 -0.2579 1.6322  O7 1.467, C9 1.665, C11 1.638, O15 1.498
9 C -0.1212 1.1928 2.2261  C8 1.665, N10 1.512, H30 1.173, H31 1.194
10 N -1.5355 1.5189 1.8011  C9 1.512, H32 1.065, H33 1.043
11 C 1.9177 -0.6562 2.2170  C8 1.638, O12 1.501, H34 1.184, H35 1.194
12 O 2.4249 -1.9784 1.7196  C11 1.501, N13 1.351
13 N 3.2298 -1.7174 0.6662  O12 1.351, O14 1.244
14 O 3.1271 -2.7019 -0.0873  N13 1.244
15 O -0.6390 -1.2358 1.9840  C8 1.498, C16 1.459
16 C -0.3912 -1.8984 3.2605  O15 1.459, O17 1.333, C18 1.673
17 O -0.2683 -1.3443 4.4668  C16 1.333
18 C -0.3252 -3.5694 3.2162  C16 1.673, C19 1.639, C23 1.640
19 C 1.0559 -4.4483 3.2849  C18 1.639, C20 1.673, H36 1.173
20 C 1.0819 -6.1179 3.1861  C19 1.673, C21 1.646, H37 1.193
21 C -0.3694 -6.8741 3.0131  C20 1.646, C22 1.660, H38 1.186
22 C -1.7802 -5.9992 2.9905  C21 1.660, C23 1.669, H39 1.188
23 C -1.7714 -4.3330 3.0924  C18 1.640, C22 1.669, H40 1.188
24 H -1.9629 -1.0544 -1.9884  C1 1.190
25 H -2.4159 0.3127 -3.3408  C1 1.179
26 H -1.6141 -1.3227 -3.8215  C1 1.194
27 H 0.2292 0.4252 -3.9460  C2 1.193
28 H 0.6475 -0.7956 -2.5724  C2 1.185
29 H 0.7292 2.1691 -2.4143  C3 1.194
30 H 0.6223 2.0843 2.0586  C9 1.173
31 H -0.1634 1.0359 3.4090  C9 1.194
32 H -1.6264 2.5251 1.4655  N10 1.065
33 H -1.9013 0.8775 1.0640  N10 1.043
34 H 2.0322 -0.5427 3.3896  C11 1.184
35 H 2.6911 0.1330 1.7637  C11 1.194
36 H 2.1083 -3.9443 3.4076  C19 1.173
37 H 2.1363 -6.6749 3.2074  C20 1.193
38 H -0.3462 -8.0556 2.9111  C21 1.186
39 H -2.7796 -6.6300 2.8743  C22 1.188
40 H -2.8120 -3.7600 3.0679  C23 1.188
41 C 0.6433 5.4170 -3.0504  C42 1.505, H45 1.095, H46 1.093, H47 1.093
42 C -0.4959 5.2832 -4.0253  C41 1.505, C43 1.505, O44 1.230
43 C -0.8406 6.4880 -4.8593  C42 1.505, H48 1.093, H49 1.093, H50 1.095
44 O -1.1208 4.2296 -4.1364  C42 1.230
45 H 0.7784 4.4695 -2.5180  C41 1.095
46 H 1.5660 5.6513 -3.5871  C41 1.093
47 H 0.4180 6.1991 -2.3210  C41 1.093
48 H 0.0161 6.7701 -5.4764  C43 1.093
49 H -1.1319 7.3178 -4.2104  C43 1.093
50 H -1.6819 6.2453 -5.5171  C43 1.095

The energy relative to the best compared isomer or geometry (same formula, charge and spin) comes out at 174.2 kcal/mol. As for the spin multiplicity: 1. Its SMILES is CC[C@@H](Cl)C(=O)O[C@](CN)(CON=O)OC(=O)c1ccccc1.CC(C)=O. The value obtained for the frontier orbital gap is 8.489 eV. As for the total energy: -1757.36414 a.u. The value obtained for the maximum force is 0.1659 Eh/bohr.

For reference, the natural (NBO) charges in units of e are:
1 C -0.64
2 C -0.43
3 C -0.28
4 Cl -0.03
5 C 0.80
6 O -0.57
7 O -0.55
8 C 0.52
9 C -0.28
10 N -0.86
11 C -0.20
12 O -0.36
13 N 0.36
14 O -0.29
15 O -0.54
16 C 0.79
17 O -0.54
18 C -0.14
19 C -0.19
20 C -0.23
21 C -0.23
22 C -0.23
23 C -0.21
24 H 0.22
25 H 0.24
26 H 0.22
27 H 0.23
28 H 0.24
29 H 0.26
30 H 0.22
31 H 0.23
32 H 0.38
33 H 0.38
34 H 0.25
35 H 0.26
36 H 0.24
37 H 0.25
38 H 0.24
39 H 0.24
40 H 0.25
41 C -0.72
42 C 0.59
43 C -0.72
44 O -0.55
45 H 0.23
46 H 0.23
47 H 0.23
48 H 0.23
49 H 0.23
50 H 0.24

=====

2.
Here is a cluster of 2 separate species, C3H6Cl2O2P in total in a non-equilibrium geometry from OMol25. Energies are from ωB97M-V/def2-TZVPD.

Bonds (Å) are listed after each position.
Cartesian coordinates (Å):
1 C -0.1650 0.6588 1.5096  C3 1.485, H9 1.114, H10 1.101, H11 1.099
2 C -0.2325 1.1834 -1.0169  C3 1.484, H12 1.073, H13 1.035, H14 1.092
3 C -0.4909 0.2606 0.1168  C1 1.485, C2 1.484, Cl7 1.742
4 O 0.2582 -2.9411 0.6000  P6 1.458
5 O 0.2503 -2.2111 -1.8962  P6 1.469
6 P 0.4347 -1.9570 -0.4616  O4 1.458, O5 1.469, Cl8 2.195
7 Cl -2.1873 -0.1357 0.1349  C3 1.742
8 Cl 2.5046 -1.2516 -0.2675  P6 2.195
9 H -0.4819 -0.1682 2.1850  C1 1.114
10 H -0.5646 1.6699 1.6821  C1 1.101
11 H 0.9237 0.7915 1.4437  C1 1.099
12 H -0.4396 0.5988 -1.8927  C2 1.073
13 H 0.7618 1.2929 -1.2814  C2 1.035
14 H -0.5714 2.2087 -0.8558  C2 1.092

As for the charge: -1. The energy relative to the best compared isomer or geometry (same formula, charge and spin) comes out at 0.0 kcal/mol. As for the spin multiplicity: 1. The value obtained for the frontier orbital gap is 8.063 eV. As for the total energy: -1530.24852 a.u. The value obtained for the maximum force is 0.0617 Eh/bohr.

For reference, the natural (NBO) charges in units of e are:
1 C -0.68
2 C -0.71
3 C -0.18
4 O -1.11
5 O -1.12
6 P 2.09
7 Cl -0.11
8 Cl -0.51
9 H 0.24
10 H 0.18
11 H 0.22
12 H 0.25
13 H 0.23
14 H 0.19